# 1
33
Properties=species:S:1:pos:R:3 method="wB97M-V/def2-TZVPD" e_tot_ev=-22866.9611 charge=+1 lumo_energy_ev="-3.7 / -11.3" orbital_gap_ev="10.181 / 2.168" homo_energy_ev="-13.905 / -13.426" spin_multiplicity=2
O 0.38 2.49 -0.53
H 0.39 1.95 -1.33
H 1.13 3.09 -0.48
O -3.68 2.29 3.30
H -3.04 3.03 3.20
H -3.05 1.59 3.56
O 5.14 0.93 -0.42
H 4.50 0.39 0.10
H 4.60 1.16 -1.22
O -2.03 -1.28 4.39
H -1.87 -2.19 4.64
H -1.99 -1.40 3.40
O 1.55 0.88 0.88
H 0.69 0.52 0.66
H 1.42 1.82 0.89
O -1.33 3.26 2.30
H -0.92 2.70 2.96
H -1.18 2.71 1.48
O 2.96 2.58 -1.43
H 2.86 2.07 -2.25
H 2.85 3.46 -1.84
O -0.84 -1.46 -2.24
H -0.86 -1.70 -3.17
H -1.11 -2.23 -1.75
O 2.27 -3.34 -2.94
H 2.75 -3.75 -2.12
H 1.93 -2.54 -2.58
O -1.56 -4.75 -2.18
H -1.16 -3.90 -2.18
H -1.31 -5.17 -1.37
O -3.22 -1.23 -0.21
H -3.53 -0.40 -0.58
H -2.71 -1.59 -0.95


# 2
57
Properties=species:S:1:pos:R:3 method="wB97M-V/def2-TZVPD" e_tot_ev=-157887.2285 charge=+2 lumo_energy_ev=-7.0 orbital_gap_ev=7.324 homo_energy_ev=-14.354
V -1.05 0.09 1.35
C -3.67 2.36 0.03
Si -2.67 2.83 1.53
C -2.52 4.69 1.60
C -3.41 2.17 3.11
C -0.86 2.07 1.41
C -0.21 1.97 2.75
C 0.17 2.92 3.68
C 0.76 2.47 4.85
C 0.94 1.10 5.08
C 0.52 0.20 4.13
N -0.02 0.66 2.99
Si 0.37 2.78 0.09
C 2.04 2.00 0.40
C 0.60 4.62 0.34
C -0.31 2.40 -1.61
H -4.61 2.91 0.09
H -3.92 1.31 -0.03
H -3.17 2.66 -0.89
H -3.51 5.07 1.88
H -2.28 5.10 0.62
H -1.80 5.06 2.33
H -4.36 2.69 3.29
H -2.78 2.35 3.98
H -3.65 1.11 3.07
H 0.02 3.97 3.50
H 1.08 3.18 5.60
H 1.39 0.74 6.00
H 0.61 -0.87 4.24
H 2.42 2.25 1.39
H 2.75 2.42 -0.32
H 2.06 0.91 0.29
H 0.78 4.89 1.38
H -0.23 5.21 -0.03
H 1.49 4.91 -0.23
H -0.77 1.41 -1.67
H 0.50 2.43 -2.34
H -1.05 3.14 -1.91
O -2.97 -2.93 1.54
Cl -3.08 -1.57 1.84
O -4.33 -1.16 2.33
O -2.69 -0.73 0.63
O -1.97 -1.11 2.74
Br 5.34 -7.00 -3.17
C 4.24 -7.11 -4.68
C 4.52 -7.96 -5.73
C 3.65 -7.99 -6.82
C 2.51 -7.19 -6.89
C 2.21 -6.33 -5.86
C 3.09 -6.30 -4.75
C 2.79 -5.45 -3.70
O 2.51 -4.75 -2.87
O 0.06 -0.44 0.42
H 5.39 -8.59 -5.70
H 3.88 -8.66 -7.64
H 1.86 -7.24 -7.76
H 1.33 -5.70 -5.88


# 3
126
Properties=species:S:1:pos:R:3 method="wB97M-V/def2-TZVPD" e_tot_ev=-80819.1978 charge=+1 lumo_energy_ev="-3.9 / -6.7" orbital_gap_ev="6.766 / 3.935" homo_energy_ev="-10.658 / -10.658" spin_multiplicity=2
Ag -3.46 0.50 2.82
C -0.85 0.90 -0.61
C -0.81 -0.13 0.52
C 0.60 -0.59 0.80
O -1.47 0.42 1.65
H -0.37 0.54 -1.52
H -0.30 1.79 -0.30
H -1.86 1.23 -0.86
H -1.39 -0.95 0.09
H 1.17 0.24 1.21
H 1.18 -1.15 0.08
H 0.55 -1.31 1.62
C -3.37 -5.73 -5.77
C -3.84 -4.49 -4.95
C -4.90 -4.98 -4.02
C -5.13 -4.09 -2.80
C -3.86 -3.75 -2.05
C -2.70 -3.16 -2.95
N -2.66 -3.91 -4.22
O -1.68 -3.62 -5.09
C -2.85 -1.62 -3.23
C -1.34 -3.45 -2.28
C -4.41 -3.38 -5.86
H -2.92 -6.53 -5.18
H -2.68 -5.42 -6.56
H -4.25 -6.15 -6.26
H -5.85 -4.90 -4.56
H -4.74 -6.00 -3.69
H -5.89 -4.55 -2.17
H -5.58 -3.17 -3.18
H -3.49 -4.65 -1.55
H -4.16 -3.15 -1.19
H -2.11 -1.27 -3.95
H -3.86 -1.44 -3.61
H -2.58 -0.97 -2.40
H -0.60 -3.02 -2.95
H -1.29 -3.20 -1.21
H -1.11 -4.51 -2.33
H -5.33 -3.68 -6.36
H -3.69 -3.13 -6.64
H -4.59 -2.42 -5.37
H -1.16 -4.42 -5.21
O -0.44 6.24 5.02
C -0.30 5.10 4.52
O -0.93 4.93 3.39
C -0.64 3.62 2.95
C 0.58 3.07 3.78
C 0.48 3.92 5.04
H -0.51 3.65 1.86
H -1.55 3.11 3.24
H 1.47 3.37 3.23
H 0.49 1.99 3.94
H 1.46 4.31 5.34
H -0.01 3.28 5.78
O 2.90 -4.23 4.28
C 1.89 -4.51 3.66
O 1.44 -3.88 2.58
C 0.16 -4.24 2.12
C -0.10 -5.51 2.82
C 0.93 -5.68 3.97
H 0.28 -4.31 1.04
H -0.52 -3.42 2.36
H 0.04 -6.39 2.19
H -1.11 -5.54 3.24
H 1.43 -6.64 3.85
H 0.72 -5.61 5.04
O -3.64 6.98 -3.15
C -3.25 6.20 -2.28
O -2.13 5.47 -2.58
C -1.65 4.69 -1.48
C -2.72 4.86 -0.43
C -3.64 6.02 -0.83
H -0.68 5.12 -1.20
H -1.49 3.68 -1.84
H -2.23 5.03 0.53
H -3.21 3.89 -0.39
H -3.39 6.96 -0.33
H -4.67 5.68 -0.80
O 0.80 5.53 0.64
C 1.92 4.93 0.67
O 2.24 3.86 -0.08
C 3.42 3.26 0.32
C 3.93 3.95 1.64
C 3.03 5.27 1.67
H 4.14 3.28 -0.50
H 3.08 2.25 0.56
H 4.99 4.17 1.53
H 3.97 3.30 2.51
H 3.57 6.08 1.19
H 2.67 5.67 2.62
O -0.59 2.39 -6.53
C 0.27 2.62 -5.69
O 1.47 3.14 -6.02
C 2.41 3.05 -4.94
C 1.49 2.93 -3.67
C 0.19 2.32 -4.17
H 3.13 3.85 -4.78
H 3.03 2.16 -5.00
H 1.30 3.96 -3.36
H 1.91 2.32 -2.87
H -0.69 2.77 -3.73
H 0.15 1.25 -3.94
O -0.96 -0.51 6.46
C 0.17 -0.43 5.97
O 1.00 0.60 6.03
C 2.26 0.29 5.40
C 2.04 -1.01 4.73
C 0.77 -1.58 5.21
H 3.04 0.03 6.11
H 2.50 1.09 4.71
H 2.87 -1.70 4.85
H 1.83 -0.86 3.67
H 0.98 -2.49 5.78
H 0.10 -1.81 4.38
O 6.71 1.11 1.19
C 6.07 0.08 1.41
O 4.74 0.05 1.24
C 4.21 -1.20 1.44
C 5.38 -2.10 1.76
C 6.57 -1.16 2.14
H 3.79 -1.50 0.48
H 3.55 -1.12 2.31
H 5.56 -2.79 0.94
H 5.08 -2.77 2.56
H 7.48 -1.56 1.69
H 6.55 -0.86 3.18


# 4
8
Properties=species:S:1:pos:R:3 method="wB97M-V/def2-TZVPD" e_tot_ev=-26425.0870 lumo_energy_ev="-3.1 / -3.1" orbital_gap_ev="6.095 / 6.097" homo_energy_ev="-9.235 / -9.236"
N 0.08 -1.21 -0.23
O 1.42 1.97 0.68
F -1.05 0.42 -1.87
P -0.91 0.15 -0.16
S -2.51 0.20 0.90
H -0.02 -1.87 0.52
H 0.95 -0.92 -0.71
H 2.04 1.26 0.86


# 5
51
Properties=species:S:1:pos:R:3 method="wB97M-V/def2-TZVPD" e_tot_ev=-78559.8317 charge=+2 lumo_energy_ev="-9.5 / -7.6" orbital_gap_ev="5.290 / 7.187" homo_energy_ev="-14.768 / -14.835" spin_multiplicity=4
Mn 1.45 0.64 -0.51
N 2.42 2.70 0.09
C 3.89 2.58 -0.03
C 4.33 1.28 0.62
N 3.69 0.16 -0.09
H 2.11 3.44 -0.54
H 2.20 3.00 1.04
H 4.40 3.43 0.43
H 4.14 2.55 -1.10
H 4.01 1.25 1.67
H 5.42 1.20 0.59
H 3.87 -0.71 0.41
H 4.13 0.07 -1.01
O 2.14 1.02 -2.15
N 1.50 0.72 -3.23
N 0.38 0.17 -3.00
O 0.04 -0.03 -1.75
C -0.47 -0.23 -4.03
C -1.67 -0.86 -3.70
C -2.52 -1.27 -4.70
C -2.18 -1.06 -6.03
C -0.99 -0.43 -6.36
C -0.12 -0.01 -5.37
H -1.90 -1.01 -2.65
H -3.45 -1.75 -4.44
H -2.85 -1.38 -6.81
H -0.73 -0.26 -7.39
H 0.81 0.48 -5.61
C -1.40 -1.16 5.23
Si -1.64 -1.71 3.41
C -0.45 -3.14 3.00
C -3.44 -2.13 2.98
C -1.24 -0.10 2.42
C -2.04 1.03 2.59
C -1.83 2.19 1.86
C -0.81 2.22 0.93
N 0.00 1.17 0.77
C -0.21 0.05 1.49
S 1.06 -1.06 1.05
H -1.65 -1.99 5.89
H -2.05 -0.33 5.47
H -0.37 -0.87 5.43
H -0.71 -4.01 3.59
H 0.58 -2.88 3.22
H -0.53 -3.41 1.96
H -3.76 -2.99 3.57
H -3.57 -2.38 1.94
H -4.12 -1.31 3.21
H -2.84 0.99 3.31
H -2.45 3.06 2.00
H -0.63 3.09 0.31


# 6
13
Properties=species:S:1:pos:R:3 method="wB97M-V/def2-TZVPD" e_tot_ev=-13984.6029 lumo_energy_ev="0.8 / -4.0" orbital_gap_ev="8.340 / 6.085" homo_energy_ev="-7.533 / -10.072" spin_multiplicity=3
C 0.30 -0.05 0.80
C 1.20 0.50 -0.29
N -1.00 -0.62 0.34
N -1.91 0.31 -0.24
O -1.75 1.47 0.01
O -2.79 -0.17 -0.91
O 2.20 -0.51 -0.61
F -0.85 -1.62 -0.42
H 0.72 -0.82 1.41
H -0.01 0.74 1.46
H 1.59 1.46 0.14
H 0.58 0.72 -1.19
H 1.73 -1.40 -0.50


# 7
11
Properties=species:S:1:pos:R:3 method="wB97M-V/def2-TZVPD" e_tot_ev=-7766.3953 lumo_energy_ev=0.9 orbital_gap_ev=9.600 homo_energy_ev=-8.693
O -1.30 2.05 -0.12
C -0.62 1.04 -0.03
C -1.01 -0.41 -0.27
C 0.31 -1.13 -0.32
C 1.24 -0.30 0.15
N 0.70 0.98 0.37
H -1.76 -0.55 -1.04
H -1.43 -0.77 0.68
H 0.41 -2.19 -0.50
H 2.25 -0.51 0.47
H 1.22 1.81 0.61


# 8
12
Properties=species:S:1:pos:R:3 method="wB97M-V/def2-TZVPD" e_tot_ev=-6759.0382 charge=-1 lumo_energy_ev="4.4 / 4.4" orbital_gap_ev="3.477 / 7.574" homo_energy_ev="0.965 / -3.214" spin_multiplicity=2
C 2.22 -1.54 -0.77
N 2.65 -0.67 0.03
H 2.90 -1.64 -1.64
H 1.23 -2.09 -0.67
H 2.12 -0.48 0.91
O -0.31 -0.21 0.55
C -1.43 0.08 0.26
C -1.79 1.54 0.30
H -2.14 -0.74 0.04
H -1.63 1.83 1.41
H -2.83 1.67 -0.01
H -1.00 2.22 -0.38


# 9
21
Properties=species:S:1:pos:R:3 method="wB97M-V/def2-TZVPD" e_tot_ev=-12452.6027 lumo_energy_ev=0.6 orbital_gap_ev=8.106 homo_energy_ev=-7.505
C -0.20 0.01 -1.35
C -1.38 0.88 0.73
C 1.98 -1.31 0.52
N -0.93 2.17 0.45
N -0.92 0.13 1.70
C -0.17 -1.27 -0.87
C 0.53 -1.72 0.29
O -1.16 0.38 -2.28
O 0.83 0.90 -1.24
H -0.71 0.84 -3.00
H 0.48 1.66 -0.73
H -2.28 0.57 0.22
H -0.56 2.69 1.24
H -1.57 2.72 -0.11
H -0.21 0.60 2.27
H -0.16 -0.97 1.18
H -1.01 -1.88 -1.21
H 0.39 -2.79 0.46
H 2.09 -0.23 0.48
H 2.64 -1.74 -0.24
H 2.32 -1.66 1.49


# 10
112
Properties=species:S:1:pos:R:3 method="wB97M-V/def2-TZVPD" e_tot_ev=-215621.8294 charge=+3 lumo_energy_ev="-11.1 / -11.1" orbital_gap_ev="5.047 / 5.015" homo_energy_ev="-16.115 / -16.117" spin_multiplicity=2
Pd -0.91 0.86 0.54
N 2.58 2.32 2.71
C 1.41 2.10 2.16
O 1.30 1.83 0.92
C 0.18 2.14 3.00
C -1.04 2.24 2.12
H 3.42 2.29 2.14
H 2.65 2.61 3.67
H 0.19 3.01 3.67
H 0.18 1.25 3.62
H -1.07 3.18 1.59
H -1.95 2.06 2.67
I -3.59 0.50 0.44
I -1.61 -1.45 -0.75
C -5.87 0.24 -6.30
C -5.94 0.54 -4.81
S -4.32 0.91 -4.15
O -3.34 0.08 -4.82
O -4.31 0.87 -2.70
C -4.03 2.61 -4.62
C -2.56 3.00 -4.48
N -2.09 2.96 -3.07
C -1.38 1.98 -2.49
N -1.24 2.23 -1.18
C -1.88 3.41 -0.92
C -2.40 3.88 -2.08
N -3.12 5.12 -2.22
O -3.12 5.84 -1.24
O -3.67 5.36 -3.28
C -0.77 0.86 -3.24
H -6.87 0.05 -6.68
H -5.26 -0.64 -6.48
H -5.45 1.07 -6.87
H -6.29 -0.31 -4.22
H -6.55 1.42 -4.58
H -4.66 3.21 -3.98
H -4.33 2.73 -5.67
H -2.46 4.01 -4.83
H -1.93 2.34 -5.07
H -1.95 3.89 0.04
H -0.28 1.22 -4.15
H -1.53 0.14 -3.55
H -0.03 0.37 -2.62
C 6.24 0.96 1.85
C 5.81 1.84 0.86
C 4.61 1.61 0.19
C 3.85 0.48 0.52
C 4.29 -0.40 1.51
C 5.48 -0.16 2.18
Ge 2.19 0.16 -0.45
C 2.21 1.47 -1.92
C 2.68 1.01 -3.14
C 2.87 1.91 -4.19
C 2.56 3.25 -4.02
C 2.07 3.71 -2.80
C 1.88 2.82 -1.75
C 2.63 -1.56 -1.41
C 1.59 -2.20 -2.10
C 1.87 -3.38 -2.79
C 3.16 -3.89 -2.78
C 4.18 -3.24 -2.08
C 3.92 -2.06 -1.38
H 7.19 1.14 2.34
H 6.40 2.71 0.59
H 4.29 2.29 -0.59
H 3.72 -1.29 1.75
H 5.83 -0.85 2.94
H 2.91 -0.04 -3.29
H 3.25 1.55 -5.14
H 2.71 3.95 -4.84
H 1.84 4.76 -2.66
H 1.49 3.19 -0.81
H 0.59 -1.80 -2.14
H 1.08 -3.88 -3.34
H 3.39 -4.80 -3.32
H 5.19 -3.63 -2.08
H 4.72 -1.56 -0.86
O 0.07 -0.43 1.89
As -0.50 -1.71 2.87
C 0.04 -3.40 2.19
C 0.94 -3.48 1.14
C 1.40 -4.73 0.74
C 0.97 -5.87 1.40
C 0.07 -5.78 2.45
C -0.39 -4.54 2.87
C -2.37 -1.65 3.22
C -2.87 -0.66 4.06
C -4.24 -0.60 4.30
C -5.09 -1.53 3.70
C -4.58 -2.52 2.87
C -3.22 -2.59 2.63
C 0.44 -1.50 4.53
C -0.17 -1.69 5.76
C 0.61 -1.61 6.91
C 1.97 -1.37 6.82
C 2.57 -1.18 5.58
C 1.81 -1.24 4.42
H 1.28 -2.58 0.64
H 2.11 -4.81 -0.08
H 1.34 -6.84 1.09
H -0.26 -6.68 2.97
H -1.07 -4.46 3.71
H -2.20 0.05 4.53
H -4.64 0.16 4.96
H -6.15 -1.48 3.89
H -5.25 -3.24 2.42
H -2.82 -3.36 1.98
H -1.22 -1.90 5.84
H 0.15 -1.75 7.88
H 2.58 -1.34 7.72
H 3.64 -0.99 5.51
H 2.26 -1.10 3.45


# 11
19
Properties=species:S:1:pos:R:3 method="wB97M-V/def2-TZVPD" e_tot_ev=-8922.5104 lumo_energy_ev=1.1 orbital_gap_ev=9.781 homo_energy_ev=-8.635
C -2.78 -0.78 0.30
C -2.04 0.13 -0.24
C -0.51 0.10 -0.47
C 0.10 1.48 -0.09
C 1.64 1.07 0.41
N 1.75 -0.17 -0.23
C 1.85 -1.53 -0.20
C 0.55 -0.83 0.12
H -3.86 -0.64 0.20
H -2.21 -1.67 0.74
H -2.51 1.07 -0.64
H -0.32 0.09 -1.62
H 0.22 2.02 -1.03
H -0.54 2.06 0.56
H 1.64 0.97 1.49
H 2.40 1.74 0.09
H 2.24 -2.27 0.50
H 1.99 -2.03 -1.14
H 0.39 -0.82 1.24


# 12
14
Properties=species:S:1:pos:R:3 method="wB97M-V/def2-TZVPD" e_tot_ev=-17052.6797 lumo_energy_ev=0.5 orbital_gap_ev=9.175 homo_energy_ev=-8.638
C 0.54 0.93 -1.50
C -0.16 0.90 -0.19
N -0.23 -0.31 0.50
N -1.13 -1.27 -0.09
C 0.18 -0.50 1.75
S -0.09 -1.89 2.75
H 0.11 1.77 -2.33
H 1.76 0.66 -1.47
H 0.28 0.12 -2.25
H -1.04 1.45 -0.10
H 0.52 1.64 0.44
H -0.29 -2.04 -0.45
H -1.43 -1.76 0.92
H 0.98 0.29 2.02